The following is a quantum chemistry calculation of a molecular structure, C30H30I2N4O5Zn, from OMol25.

```
! RIJCOSX wB97M-V def2-TZVPD def2/J DEFGRID3
* xyz 0 1
Zn -0.14711 0.32770 0.14552
I -5.96628 5.25272 -0.48568
C -4.16435 4.15556 -0.50011
C -2.99738 4.77583 -0.92162
C -1.82578 4.05455 -0.88739
I -0.02675 4.92101 -1.53873
C -1.73906 2.71898 -0.41930
O -0.58697 2.12415 -0.39234
C -2.96345 2.11908 -0.02700
C -3.01173 0.73311 0.57109
N -2.15619 -0.27187 -0.10492
C -2.45233 -0.49830 -1.52319
C -1.22121 -0.50093 -2.41239
C -1.34040 -0.83491 -3.75685
C -0.24228 -0.69895 -4.58607
C 0.94967 -0.22656 -4.05309
C 1.00148 0.03301 -2.69847
N -0.05500 -0.12077 -1.89811
C -4.15062 2.84076 -0.08077
H -3.00831 5.80300 -1.25698
H -2.65051 0.78367 1.60320
H -4.05281 0.39485 0.59007
H -2.28000 -1.14489 0.39142
H -2.99604 -1.43411 -1.67570
H -3.09076 0.31520 -1.87940
H -2.28950 -1.18292 -4.14331
H -0.31913 -0.93913 -5.63797
H 1.82187 -0.07533 -4.67241
H 1.90890 0.39280 -2.22735
H -5.07375 2.35601 0.21357
O -3.39103 -4.48424 4.06847
C -2.70372 -5.40118 3.25557
N -1.67557 -4.62408 2.60547
C -0.93332 -5.11353 1.59115
O -1.06043 -6.24940 1.16812
C 0.04718 -4.16180 0.96931
C 1.10994 -4.69466 0.24734
C 1.98887 -3.83774 -0.38916
C 1.72960 -2.47609 -0.35144
N 0.68534 -1.95830 0.29000
C -0.10399 -2.78293 0.97099
H -3.92057 -4.95542 4.71629
H -3.35158 -5.84215 2.49111
H -2.26025 -6.21608 3.83923
H -1.47724 -3.73741 3.04234
H 1.22615 -5.76937 0.20466
H 2.84605 -4.21490 -0.92894
H 2.38281 -1.77315 -0.85571
H -0.88411 -2.30059 1.55117
C 6.64603 -0.06820 0.75246
C 5.22217 -0.05499 1.24129
C 4.41551 1.05846 1.05434
C 3.11060 1.11371 1.53401
C 2.34970 2.40265 1.35852
C 2.57823 0.00068 2.20474
C 3.38565 -1.12534 2.41426
C 2.91610 -2.34090 3.17474
C 4.68896 -1.13467 1.92969
C 1.17404 0.02697 2.76915
O 0.97694 -0.25834 3.93921
O 0.20202 0.26627 1.94088
H 6.85576 0.81666 0.15320
H 6.84752 -0.95328 0.14734
H 7.33430 -0.08051 1.59951
H 4.81864 1.92311 0.53728
H 3.04152 3.23655 1.24655
H 1.69694 2.59946 2.20693
H 1.72623 2.37936 0.46630
H 1.85806 -2.29250 3.41068
H 3.45862 -2.40552 4.11950
H 3.12800 -3.24905 2.60607
H 5.30938 -2.00612 2.11624
*
```

The calculation puts the max |F| at 0.0232 hartree/bohr. As for the HOMO energy: -7.43 eV. The total energy is -112417.066 eV. The calculation puts the HOMO-LUMO gap at 7.279 eV.

=====

The following is a quantum chemistry calculation of 2 unconnected molecules or ions with the total composition C4H12N2OSi, from OMol25.

```
! RIJCOSX wB97M-V def2-TZVPD def2/J DEFGRID3
* xyz 0 1
C 2.14317 -1.50217 -0.83823
C -0.89936 -0.18074 1.96029
C -1.73504 -0.19448 -1.13646
C 0.39118 1.71619 -0.22066
N 0.87888 -1.25687 -0.30275
N -0.34047 -2.81300 -1.35248
O -0.85736 -3.39501 -0.51646
Si -0.28967 -0.11368 0.07269
H 2.39690 -0.63683 -1.54715
H 2.27414 -2.49574 -1.37081
H 2.87540 -1.53717 0.01023
H -0.38543 -1.09428 2.44004
H -0.73866 0.82889 2.34246
H -2.01190 -0.44894 2.10545
H -1.52812 -1.14206 -1.57606
H -2.77682 -0.23815 -0.77033
H -1.60684 0.51272 -1.96960
H 1.24085 2.11077 0.44616
H 0.72609 1.86039 -1.19147
H -0.41473 2.39563 -0.20669
*
```

The calculation puts the max |F| at 0.0614 hartree/bohr. As for the HOMO energy (alpha / beta): -8.79 / -8.35 eV. The total energy is -17243.852 eV. The value obtained for the energy relative to the best compared isomer or geometry (same formula, charge and spin) is 137.4 kcal/mol. The calculation puts the HOMO-LUMO gap (alpha / beta) at 8.433 / 7.563 eV.

=====

The following is a quantum chemistry calculation of a gas-phase ion, C5H12NO (charge -1), from OMol25.

```
! RIJCOSX wB97M-V def2-TZVPD def2/J DEFGRID3
* xyz -1 1
C -0.23449 0.46970 0.84666
C 0.52028 0.80123 -0.45394
C -0.06720 2.11644 -0.95181
C 0.07945 -0.27921 -1.53099
N 0.19662 -0.76419 1.66784
C -0.23327 -2.28069 1.44661
O -0.57829 -2.77129 0.25936
H 0.02644 1.30122 1.52900
H -1.35101 0.42493 0.74213
H 1.60486 0.88464 -0.39555
H -0.90388 2.54503 -0.37661
H -0.59209 1.92916 -1.90926
H 0.66926 2.91905 -1.22456
H 0.45773 -1.23688 -1.13004
H -0.96319 -0.54878 -1.47361
H 0.51600 0.07467 -2.50374
H 1.20436 -0.61773 1.64871
H 0.74394 -2.71905 1.67888
H -1.09551 -2.24827 2.13092
*
```

The calculation puts the max |F| at 0.0673 hartree/bohr. As for the HOMO energy: -2.41 eV. The total energy is -8915.346 eV. The value obtained for the energy relative to the best compared isomer or geometry (same formula, charge and spin) is 39.6 kcal/mol. The calculation puts the HOMO-LUMO gap at 6.347 eV.

=====

The following is a quantum chemistry calculation of 4 unconnected molecules or ions with the total composition C3H15NO4, from OMol25.

```
! RIJCOSX wB97M-V def2-TZVPD def2/J DEFGRID3
* xyz 0 1
C 1.35721 -0.63609 -0.36141
O 0.30460 -1.22410 -1.13442
C 1.12877 0.88120 -0.31154
C 2.19020 1.53004 0.60292
N -0.17520 1.08681 0.33309
H 2.21403 -0.83484 -1.00886
H 1.34708 -0.95788 0.68114
H 0.57529 -1.55153 -1.98710
H 1.07598 1.30136 -1.31243
H 3.01263 2.04718 0.09698
H 1.78176 2.34903 1.19861
H 2.70671 0.83404 1.26208
H -0.28654 2.03667 0.65354
H -0.37892 0.48153 1.11617
H -1.85521 1.72199 -2.21164
H -1.69303 0.39598 -1.53838
O -1.82689 0.78577 -2.41036
H -0.83850 -3.31165 1.51689
H -1.64594 -2.57345 0.50637
O -1.74685 -3.09202 1.31035
H -2.81691 0.18385 0.66401
H -1.79409 -0.90829 1.07148
O -2.63617 -0.54560 1.26252
*
```

The calculation puts the max |F| at 0.0534 hartree/bohr. As for the HOMO energy: -9.68 eV. The total energy is -13033.469 eV. The value obtained for the energy relative to the best compared isomer or geometry (same formula, charge and spin) is 36.2 kcal/mol. The calculation puts the HOMO-LUMO gap at 10.184 eV.

=====

The following is a quantum chemistry calculation of 2 unconnected molecules or ions with the total composition C6H12N2O, from OMol25.

```
! RIJCOSX wB97M-V def2-TZVPD def2/J DEFGRID3
* xyz 0 1
C 1.09969 -0.82779 1.36050
C 2.05731 -0.09059 -0.05780
N 1.81136 -0.76744 -1.13782
O 2.63262 0.90295 0.28293
H 0.38845 -1.00507 -1.35337
H 2.28516 -0.37569 -1.94802
H 0.36918 -1.62879 1.28227
H 0.92174 -0.10648 2.14927
H 2.02189 -1.36084 1.58344
C -1.97504 -0.26609 1.03832
C -0.98635 -0.05720 -0.06987
C -0.54008 1.32301 -0.28926
C -0.37203 1.86063 -1.49504
N -0.82801 -0.93775 -1.04148
H -1.24266 -1.84463 -0.86147
H -0.32540 1.89152 0.60617
H -2.18279 -1.31880 1.21783
H -2.90382 0.25073 0.77615
H -1.61812 0.18187 1.96462
H -0.59013 1.30166 -2.39491
H -0.02297 2.87477 -1.61247
*
```

The calculation puts the max |F| at 0.0849 hartree/bohr. As for the HOMO energy: -8.29 eV. The total energy is -11441.318 eV. The value obtained for the energy relative to the best compared isomer or geometry (same formula, charge and spin) is 77.3 kcal/mol. The calculation puts the HOMO-LUMO gap at 7.780 eV.

=====

The following is a quantum chemistry calculation of 11 unconnected molecules or ions with the total composition C5H34N3O10, from OMol25.

```
! RIJCOSX wB97M-V def2-TZVPD def2/J DEFGRID3
* xyz 1 1
C 1.12606 -1.71982 -2.80610
C 1.43143 -0.29074 -3.09168
C 2.10038 0.50394 -1.90580
C 1.22406 0.56564 -0.68290
C 1.41247 -0.36839 0.27257
N 0.92835 -0.35326 1.65227
N 0.23553 1.50746 -0.59752
N 0.39714 0.60055 -3.64363
H 1.99316 -2.27449 -2.42741
H 0.38143 -1.88640 -2.01796
H 0.79176 -2.34326 -3.63635
H 2.25384 -0.23423 -3.80634
H 2.33926 1.45437 -2.36862
H 2.99559 -0.03905 -1.60882
H 2.09616 -1.17936 0.11346
H 0.48874 -1.27202 1.91010
H 0.19291 0.33083 1.87265
H 1.67570 -0.15160 2.31359
H 0.00319 2.08067 -1.39163
H -0.37366 1.45793 0.20189
H 0.01941 0.08838 -4.40546
H -0.38126 0.70569 -2.99143
H 0.08110 -4.64171 0.18274
H 0.46422 -4.05968 1.59677
O -0.25123 -4.39928 1.04968
H 1.29427 -3.38034 4.10649
H 1.80851 -4.42138 3.01841
O 1.62142 -3.49908 3.21268
H 2.60329 4.47409 -1.81324
H 2.19515 3.07539 -1.27196
O 1.92254 3.79975 -1.83818
H -3.08537 0.59533 -3.08772
H -2.44827 1.92785 -2.92299
O -2.26789 0.97997 -2.74938
H -1.91891 0.90817 2.37257
H -1.70182 2.26850 1.71143
O -1.29586 1.64586 2.32347
H -3.73928 0.49766 -0.17330
H -2.58497 1.03289 -1.14464
O -3.05767 1.15872 -0.27678
H -1.96923 4.11926 -2.05248
H -0.73605 3.99171 -2.86899
O -1.48787 3.46305 -2.57233
H -0.94713 -2.96197 2.33258
H -1.54457 -1.91812 3.22897
O -0.69915 -2.15690 2.80892
H 1.79705 0.18231 4.96778
H 1.12552 1.37541 4.54340
O 1.19706 0.44431 4.28130
H -3.02755 -0.06641 3.94172
H -3.76758 -1.01574 2.99168
O -2.91134 -0.60246 3.14655
*
```

The calculation puts the max |F| at 0.0473 hartree/bohr. As for the HOMO energy: -10.87 eV. The total energy is -30677.112 eV. The value obtained for the energy relative to the best compared isomer or geometry (same formula, charge and spin) is 27.7 kcal/mol. The calculation puts the HOMO-LUMO gap at 8.520 eV.

=====

- Number 1 is which compound?
  C30H30I2N4O5Zn